Record 1
C31H43Cl2IrN2O2P3 | the ωB97M-V functional and the def2-TZVPD basis

As for the spin multiplicity: 6. The value obtained for the energy above the lowest of the compared OMol25 structures with the same formula, charge and spin is 58.06 kcal/mol. Its net charge is +2. Its HOMO energy (alpha / beta) is -0.3655 / -0.5107 Eh. As for the frontier orbital gap (alpha / beta): 4.89 / 5.95 eV. The value obtained for the LUMO energy (alpha / beta) is -5.1 / -7.9 eV. Its expectation value of S² is 8.816. For the molar mass, the calculation gives 831.74 g/mol.

The geometry in XYZ format:
```
84
C31H43Cl2IrN2O2P3, DFT the ωB97M-V functional and the def2-TZVPD basis
C 0.4957 2.5752 -0.9317
H 6.9266 0.8835 -0.2686
H 2.6517 2.4495 4.7499
C -2.1259 -5.5855 3.3729
N 2.9644 0.3402 -2.0817
H 5.5111 0.8366 0.8234
H 0.4130 2.0375 -3.7881
H 1.7199 3.2514 -3.9060
H 0.5771 -1.5158 1.5464
C -1.0847 -5.5319 -2.4434
C 0.1884 -3.0578 -2.1678
P 1.0388 2.4701 3.0010
H 2.0087 5.1425 -1.7303
H 2.8166 3.8710 3.7229
H 0.7213 -2.1366 -2.0252
H -0.4631 -5.4190 -4.5115
N 5.1008 0.3792 -1.1501
H -1.9605 4.6321 -3.1264
H -0.9261 0.0598 -2.3176
C -0.4611 -4.2149 2.2939
C -0.2758 1.2663 -0.8496
C -1.6901 4.1146 -2.1926
H -5.1049 -1.4814 -2.4030
C 0.2811 0.3418 0.3240
C 3.7545 0.2836 -0.9945
C 0.0851 -0.9985 0.6519
H -0.8944 2.3789 4.4920
H 0.5663 5.6736 -0.8381
H -1.3499 1.4507 -0.7316
H -5.9158 0.1671 -0.7124
C -3.1396 -4.7731 2.8487
H -4.3503 1.0218 1.0954
H 0.5871 -3.9616 2.1210
C -4.4631 -1.1963 -1.5642
C -2.4416 -1.5203 -0.2391
H -3.5758 -3.0456 1.6766
H 0.0641 -5.7828 3.6986
C 0.9306 5.2980 -1.8005
H 0.9341 -3.3198 -4.1821
C -3.1978 -1.7715 -1.3937
H -2.2545 3.1660 -2.1111
Ir 1.8770 1.3391 1.2445
H 0.7724 4.6920 2.0708
H -1.9394 4.7543 -1.3284
H 0.0974 3.6180 -4.5861
C -4.0912 0.1754 0.4249
C -2.8715 -0.4988 0.6277
H -4.1934 -4.9909 3.0776
Cl 3.9405 2.4614 1.8076
C 1.6271 2.6533 -0.1668
C -0.6115 -3.5173 -1.1003
C -0.4354 -4.9352 -3.5359
O -0.1017 0.5709 -2.1185
C -0.3848 1.5936 3.8528
H -1.5711 -6.5236 -2.5572
C -1.4566 -3.4898 1.6024
C 2.1015 3.2264 4.2166
H 3.3634 0.3419 -2.9512
H -0.5200 4.2840 3.3287
Cl 2.2826 -0.1698 3.0303
P -0.9060 -2.3505 0.2669
H 6.2936 -0.6593 0.2824
C -4.9185 -0.2611 -0.6285
H -1.5615 -5.3423 -0.3713
H -1.1083 1.1945 3.1081
H 0.0347 0.7648 4.4699
C 0.6428 3.1105 -3.7918
H 1.5165 3.8136 4.9284
C 0.2912 -3.7282 -3.3873
H -0.6503 3.6259 1.6007
P 0.0836 3.7791 -2.2281
C -2.7937 -3.7095 2.0137
H 0.7129 6.0406 -2.5783
C -0.7589 -5.2519 3.1805
C 0.0459 3.9320 2.4117
H -2.2468 -0.2307 1.4951
C -1.1239 -4.8449 -1.2270
H 2.4252 3.3803 -0.2617
C 5.9918 0.3567 -0.0255
H -2.3661 -6.4753 3.9509
O 3.2529 0.1258 0.1448
H 1.9774 0.3091 -2.0200
H 5.4531 0.5004 -2.0704
H -2.8350 -2.4431 -2.1603
```

=====

Record 2
C21H45N3 | the ωB97M-V functional and the def2-TZVPD basis

The structure (SMILES) is CCCC[C@H](CC)CN1CN(C[C@@H](CC)CCCC)CC(C)(N)C1. The value obtained for the energy above the lowest of the compared OMol25 structures with the same formula, charge and spin is 3.45 kcal/mol. Its HOMO energy is -0.2948 Eh. As for the frontier orbital gap: 8.88 eV. The value obtained for the LUMO energy is 0.9 eV. For the molar mass, the calculation gives 339.61 g/mol.

The geometry in XYZ format:
```
69
C21H45N3, DFT the ωB97M-V functional and the def2-TZVPD basis
C -2.4184 -3.1040 -0.1956
H 0.5916 2.7812 -1.7229
C -0.0131 1.0563 1.0427
H -5.5311 -0.3162 3.5907
C 2.1182 1.8669 0.1772
H -3.0472 -3.6874 -2.1764
C 3.1348 0.7097 0.2721
H -0.3003 1.9528 1.6316
H 3.6195 1.7908 -4.3726
C -2.0443 1.1726 -0.1894
H -2.2531 -2.1199 -2.1272
H 3.6122 -1.1511 -0.6864
H 4.8054 -1.3275 1.2293
H -2.4698 1.9826 0.4157
H -1.4461 -3.5969 -0.2708
H -3.1150 2.4366 -2.3651
C 2.9501 0.1607 -2.2473
C 0.0066 2.4413 -0.8652
C 4.3725 1.0435 -4.1312
H -1.3144 -2.9363 2.3038
C 2.8814 -0.3482 -0.8074
C -1.2927 1.8138 -1.3855
C -1.0686 -1.0297 0.3183
C -3.4067 -0.2885 3.2095
H -3.1089 -3.8133 0.2664
N -1.2239 0.3662 0.6962
C -2.2143 -2.3271 2.1782
H -0.1924 -1.4239 0.8385
H 2.6999 -0.6718 -2.9110
C -2.1842 2.8833 -2.0233
H -1.6979 0.2739 -2.6764
H -3.4691 0.2292 2.2527
H -3.2607 0.4718 3.9811
N 0.7625 1.4460 -0.1275
H -1.6742 3.3136 -2.8807
H 2.1553 2.4619 1.1063
H 4.1802 0.1598 -4.7360
H -4.6381 -1.5982 4.4093
C -2.2924 -1.8735 0.7153
H 2.9738 0.8011 2.4260
H -2.0766 -1.6513 4.1996
H 4.1185 1.1602 0.1028
H -3.9063 -2.2881 -1.5336
H -2.8696 0.5634 -0.5645
H 5.3275 0.2000 1.9384
C 4.3222 0.6981 -2.6475
H 4.5516 -1.0226 2.9455
H 2.4289 -0.7296 1.7330
C 4.5523 -0.5630 1.9595
N -0.9182 0.8758 -2.4352
C 3.1883 0.0515 1.6602
H 4.5553 1.5929 -2.0675
H -2.4154 3.6728 -1.3130
H 5.3490 1.4388 -4.4022
H 1.8892 -0.7699 -0.6384
H -0.2333 3.3173 -0.2344
C -4.7121 -1.0250 3.4872
H -0.1398 0.3068 -2.1226
H 2.4408 2.5231 -0.6347
H -1.3001 -0.5789 3.0310
H -3.1926 -1.2668 0.5912
H -4.9583 -1.7069 2.6773
H 5.0851 -0.0516 -2.4232
C -2.9355 -2.7765 -1.5925
H 2.1974 0.9339 -2.3994
H -3.0690 -2.9729 2.3904
H 0.5940 0.4122 1.6767
C -2.1785 -1.1985 3.2091
H -0.8819 -1.1472 -0.7562
```

=====

Record 3
C14H25BeF2N3O6P | the ωB97M-V functional and the def2-TZVPD basis

Its net charge is -1. Its HOMO energy is -0.1482 Eh. As for the frontier orbital gap: 1.92 eV. The value obtained for the LUMO energy is -2.1 eV. For the molar mass, the calculation gives 409.35 g/mol.

The geometry in XYZ format:
```
52
C14H25BeF2N3O6P, DFT the ωB97M-V functional and the def2-TZVPD basis
H -2.2730 -1.9201 0.9112
C 3.3166 -0.6542 1.1154
C -2.6435 0.1600 -0.0999
O 5.6117 -1.8912 -2.9957
H 3.3063 -1.0402 -1.0823
C 3.1143 -0.9432 2.3845
H -0.8261 1.9175 3.4362
H -1.9252 0.1036 -1.0191
C -0.1808 2.0410 2.4934
H -0.9202 -4.7346 2.6422
H -6.4600 -3.3827 -0.4608
H 4.1050 1.6080 -1.6143
C -0.5113 -4.8295 1.6326
H -7.6807 -2.7344 -1.6138
N -6.1888 -1.3889 -1.0319
H 2.8673 -0.9548 3.5135
H 3.4567 3.4175 -0.0283
H -2.3935 -0.4017 2.0818
H 0.4204 -5.4006 1.6593
O 7.5426 -1.4257 -2.5219
O -5.2918 -0.9120 -1.7132
H 4.9143 -0.3653 -0.4713
F 2.0390 2.9225 -2.9504
C 6.4339 -0.9614 -2.8590
O -6.7629 -0.8283 -0.1090
C -2.0211 -0.8024 1.0528
H -3.7367 -0.1007 -0.3880
C -0.6241 2.0976 0.9992
C -6.6239 -2.7742 -1.3501
P -2.4829 1.9553 0.5926
F 4.5796 4.3189 0.1500
O -0.2661 -3.5411 1.0939
H -1.2330 -5.3458 0.9980
H 2.3357 1.1021 -1.4630
H 1.9188 2.0978 3.1633
H -0.8699 -0.6698 1.0627
O 6.1886 0.2284 -3.0288
Be -0.4321 3.1293 -1.8877
C 3.1837 2.3184 0.3306
H 0.3751 -3.1066 1.6742
C 3.3163 1.2248 -0.8468
C 3.7760 -0.2488 -0.3658
H 0.5010 2.2789 -1.0284
H -2.7538 2.5062 -1.8393
N 0.5076 2.2243 0.0317
H -4.1385 3.1897 -0.8246
C -2.9800 3.0923 -0.8588
C 1.6716 2.2405 0.9242
N 1.2915 2.1366 2.3455
H 3.9432 2.0731 1.1689
H -2.4652 4.1196 -0.8200
H -6.0317 -3.1454 -2.1857
```

=====

Record 4
C4H6N2O | the ωB97M-V functional and the def2-TZVPD basis

The structure (SMILES) is Nc1[nH]ccc1O. The value obtained for the energy above the lowest of the compared OMol25 structures with the same formula, charge and spin is 22.04 kcal/mol. Its HOMO energy is -0.2746 Eh. As for the frontier orbital gap: 8.40 eV. The value obtained for the LUMO energy is 0.9 eV. For the molar mass, the calculation gives 98.10 g/mol.

The geometry in XYZ format:
```
13
C4H6N2O, DFT the ωB97M-V functional and the def2-TZVPD basis
C -0.7331 0.4114 0.1772
H -0.0644 -1.1428 -2.3929
C 1.3690 0.5043 0.9692
N -0.3260 -1.4871 -1.4759
C 0.0020 -0.5472 -0.4769
H -1.3291 -1.6282 -1.4800
H -0.1420 1.8978 1.7564
C 0.1250 1.0784 1.0979
H 2.3045 0.7263 1.4658
H -2.4253 1.1506 0.6572
H 2.0007 -1.1323 -0.2393
N 1.2822 -0.4754 0.0184
O -2.0635 0.6443 -0.0772
```

=====

Record 5
C7H12 | the ωB97M-V functional and the def2-TZVPD basis

The structure (SMILES) is C[C@H]1[C@H]2CCC[C@@H]12. The value obtained for the energy above the lowest of the compared OMol25 structures with the same formula, charge and spin is 34.81 kcal/mol. Its HOMO energy is -0.3425 Eh. As for the frontier orbital gap: 10.50 eV. The value obtained for the LUMO energy is 1.2 eV. For the molar mass, the calculation gives 96.17 g/mol.

The geometry in XYZ format:
```
19
C7H12, DFT the ωB97M-V functional and the def2-TZVPD basis
C -1.2161 -0.6363 -0.7190
H -2.6638 0.8085 -0.0025
H -1.5041 0.2546 1.2249
C 1.7138 0.6618 0.3297
H 0.2022 -0.0709 -2.3349
H 2.6328 0.4146 -0.1833
H 1.9809 1.4224 1.1079
H 1.0414 1.9332 -1.3321
C 0.1587 -1.1825 -0.4109
C -2.0942 -0.0546 0.3579
H -1.7699 -1.1908 -1.4787
C 0.6287 1.2419 -0.5934
H 1.6416 -1.5903 1.0898
C 0.9991 -0.7549 0.7863
C 0.0008 0.0417 -1.2785
H 0.6586 -0.1376 1.5801
H -2.8066 -0.8100 0.7069
H 0.4369 -2.1152 -0.9081
H -0.1237 1.8141 -0.0253
```